# 1
{
  "formula": "C4H13N3O",
  "method": "the ωB97M-V functional and the def2-TZVPD basis",
  "smiles": "NCN[C@@H](CN)CO",
  "relative_energy_kcal_mol": 93.9,
  "gap_ev": 9.2,
  "homo_ha": -0.3036,
  "e_lumo_ha": 0.034,
  "symbols": ["C", "N", "C", "C", "O", "N", "C", "N", "H", "H", "H", "H", "H", "H", "H", "H", "H", "H", "H", "H", "H"],
  "coordinates": [[1.0942, 0.2053, -1.2864], [2.0025, 1.2450, -0.7855], [-0.1600, 0.2056, -0.4519], [-1.5222, 0.7879, -1.0362], [-1.5491, 2.0891, -0.9029], [-0.5019, -1.0767, 0.0526], [-0.7325, -1.1443, 1.5370], [0.5724, -1.7129, 1.9833], [0.9233, 0.3065, -2.3331], [1.6395, -0.7775, -0.9762], [2.2382, 1.1151, 0.2103], [2.7817, 1.4347, -1.2811], [0.0249, 0.8775, 0.4469], [-1.7320, 0.5860, -1.9786], [-2.2843, 0.3044, -0.4152], [-1.4184, 2.4605, -0.0403], [-0.9579, -1.8682, -0.5555], [-1.2465, -0.2910, 2.0168], [-1.3824, -1.9103, 1.7458], [1.2620, -1.5212, 1.2742], [0.9485, -1.3156, 2.7760]],
  "forces_ev_per_angstrom": [[2.52, -1.33, 2.30], [-3.21, 0.29, 2.49], [-2.37, 0.65, -0.02], [2.20, -2.18, 5.26], [-0.69, 5.33, -1.20], [-1.51, -2.91, 1.03], [2.09, -0.79, -2.62], [-0.67, 0.11, -0.74], [0.04, 0.00, -0.80], [-1.29, 0.95, -1.42], [-0.20, -0.02, -0.97], [2.93, 0.43, -2.08], [-0.05, -0.84, -0.92], [-0.56, -1.32, -4.61], [-0.17, -0.20, -0.01], [0.16, -0.32, 0.65], [1.08, 2.68, 1.65], [1.17, 0.46, -0.29], [-1.96, -1.90, 0.12], [-0.15, -0.07, -0.38], [0.66, 1.00, 2.58]],
  "mulliken_charge": [-0.488, -0.565, 0.183, -0.760, -0.518, -0.291, -0.475, -0.585, 0.390, 0.213, 0.184, 0.170, 0.154, 0.453, 0.330, 0.331, 0.205, 0.291, 0.309, 0.261, 0.210]
}

***

# 2
{
  "formula": "C28H36BrF24NO5SSi",
  "method": "the ωB97M-V functional and the def2-TZVPD basis",
  "smiles": "CC(C)C[Si@](CC(=O)Br)(N=C=S)OC[C@@H](C)C(C)C.FC(F)C(F)(F)COC(F)(F)C(F)F.FC(F)C(F)(F)COC(F)(F)C(F)F.FC(F)C(F)(F)COC(F)(F)C(F)F",
  "gap_ev": 9.2,
  "homo_ha": -0.3501,
  "e_lumo_ha": -0.011,
  "symbols": ["C", "C", "C", "C", "Si", "C", "C", "O", "Br", "N", "C", "S", "O", "C", "C", "C", "C", "C", "C", "H", "H", "H", "H", "H", "H", "H", "H", "H", "H", "H", "H", "H", "H", "H", "H", "H", "H", "H", "H", "H", "H", "H", "H", "C", "C", "C", "F", "F", "F", "F", "O", "C", "C", "F", "F", "F", "F", "H", "H", "H", "H", "C", "C", "C", "F", "F", "F", "F", "O", "C", "C", "F", "F", "F", "F", "H", "H", "H", "H", "C", "C", "C", "F", "F", "F", "F", "O", "C", "C", "F", "F", "F", "F", "H", "H", "H", "H"],
  "coordinates": [[-3.3154, 0.6329, 1.3030], [-2.4643, 0.8597, -0.0837], [-2.0407, 2.4597, -0.2868], [-3.1366, 0.1999, -1.4250], [-5.0335, 0.4656, -1.6098], [-5.3397, 1.0232, -3.4511], [-6.8985, 0.8616, -3.9336], [-7.3125, -0.1578, -4.7256], [-8.3066, 2.2066, -3.4019], [-5.7354, 1.7444, -0.5580], [-6.9930, 1.2353, -0.2122], [-8.6054, 0.7522, 0.2013], [-5.8059, -1.0809, -1.2138], [-5.2838, -2.1540, -2.0739], [-4.3337, -3.2549, -1.3179], [-3.9675, -2.9072, 0.2416], [-4.9244, -4.7958, -1.3461], [-5.9040, -5.1710, -0.0840], [-3.6074, -5.7889, -1.4791], [-3.9998, -0.3183, 1.3065], [-3.9229, 1.6109, 1.6154], [-2.5048, 0.4693, 2.1623], [-1.4246, 0.2947, 0.0759], [-1.8083, 2.8694, 0.8079], [-2.9149, 3.0512, -0.7930], [-1.0446, 2.4307, -0.9336], [-2.6273, 0.7443, -2.3566], [-2.7935, -0.9288, -1.4919], [-4.6834, 0.4060, -4.2322], [-5.0651, 2.1771, -3.5760], [-6.1588, -2.7145, -2.6231], [-4.6469, -1.6297, -2.9357], [-3.3050, -3.2792, -1.9175], [-4.9158, -2.4674, 0.8098], [-3.1147, -2.0870, 0.3659], [-3.6034, -3.8564, 0.8670], [-5.5327, -4.9300, -2.3481], [-5.3493, -5.2398, 0.9580], [-6.8080, -4.4008, -0.0483], [-6.3285, -6.2648, -0.2972], [-3.9357, -6.9346, -1.5399], [-2.8419, -5.6540, -0.5884], [-3.0016, -5.5850, -2.4860], [1.5508, -4.7853, -4.2697], [0.3061, -4.7065, -3.3711], [0.3990, -5.4822, -2.0601], [0.6458, -6.7942, -2.2381], [-0.7768, -5.4042, -1.3754], [-0.7845, -5.0770, -4.0953], [0.1111, -3.3840, -3.0669], [1.5419, -5.7848, -5.2956], [1.8904, -7.1006, -4.8676], [0.7073, -8.0798, -4.9024], [-0.3668, -7.6035, -4.2220], [1.0365, -9.2655, -4.3242], [2.4814, -7.0209, -3.6513], [2.8590, -7.5287, -5.7223], [1.5921, -3.8374, -4.8207], [2.4829, -4.8039, -3.6913], [1.1787, -5.0666, -1.4153], [0.3905, -8.2746, -5.9293], [3.1179, 4.0831, 1.4514], [1.8732, 4.1620, 2.3500], [1.9660, 3.3863, 3.6611], [2.2129, 2.0742, 3.4830], [0.7903, 3.4643, 4.3457], [0.7826, 3.7915, 1.6258], [1.6782, 5.4844, 2.6542], [3.1090, 3.0836, 0.4255], [3.4574, 1.7679, 0.8535], [2.2744, 0.7886, 0.8187], [1.2002, 1.2650, 1.4991], [2.6036, -0.3971, 1.3969], [4.0485, 1.8476, 2.0698], [4.4261, 1.3398, -0.0011], [3.1592, 5.0311, 0.9004], [4.0500, 4.0646, 2.0299], [2.7458, 3.8019, 4.3058], [1.9576, 0.5939, -0.2082], [7.7614, 7.6953, 3.9443], [6.8807, 6.9261, 2.9464], [5.4685, 6.6113, 3.4319], [5.4486, 5.8958, 4.5728], [4.7995, 5.8700, 2.5044], [7.5377, 5.8008, 2.5552], [6.7776, 7.6998, 1.8194], [8.6258, 6.9128, 4.7762], [8.0065, 6.3326, 5.9232], [7.8903, 4.8032, 5.8377], [7.2855, 4.4029, 4.6897], [7.1419, 4.3114, 6.8607], [6.8178, 6.9471, 6.1343], [8.7904, 6.6694, 6.9834], [8.4484, 8.3031, 3.3423], [7.1897, 8.4285, 4.5269], [4.8959, 7.5301, 3.5882], [8.8753, 4.3331, 5.8757]],
  "forces_ev_per_angstrom": [[0.74, 0.46, 0.80], [0.90, -0.08, 0.37], [0.14, -1.47, 0.64], [1.76, 0.73, -0.25], [0.01, -2.07, 0.22], [-1.07, 0.82, -1.88], [-1.15, -5.87, -4.46], [2.91, 6.93, 5.51], [1.53, -1.09, -0.36], [-8.03, -4.36, 1.76], [2.53, 2.00, -0.76], [5.60, 1.66, -1.29], [1.37, 1.19, -1.51], [0.52, -0.26, -1.02], [0.83, -0.48, 0.60], [-0.02, 0.66, 0.88], [0.75, -0.05, -0.58], [-0.14, -0.62, -0.59], [-0.12, -0.55, -0.25], [1.22, 1.98, -0.18], [1.16, -2.26, -0.87], [-1.81, 0.35, -1.76], [-2.25, 1.15, -0.36], [-0.45, -0.64, -2.57], [1.78, -0.99, 0.96], [-2.25, 0.49, 1.29], [-0.96, -1.14, 1.83], [-1.05, 2.25, 0.08], [-1.58, 1.26, 1.73], [-0.57, -2.45, 0.42], [1.49, 1.22, 1.24], [-1.19, -1.38, 1.60], [-2.18, -0.01, 1.19], [1.96, -1.02, -1.30], [-1.82, -1.80, -0.48], [-0.79, 2.00, -1.68], [1.05, 0.26, 2.00], [-1.12, 0.38, -2.27], [1.96, -1.69, 0.09], [0.76, 2.43, 0.47], [0.63, 2.49, 0.32], [-1.86, -0.28, -1.77], [-1.48, -0.24, 2.21], [0.57, 0.71, -0.64], [-0.43, -0.04, -1.04], [-0.39, -0.09, 1.10], [-0.17, 0.38, 0.40], [0.43, 0.30, -0.36], [0.25, 0.06, 0.41], [0.32, -0.33, 0.33], [-0.14, -1.44, 1.22], [1.14, 1.80, -0.19], [-0.85, -0.58, 0.12], [0.36, -0.15, -0.63], [0.35, 0.43, -0.17], [0.06, -0.65, -0.67], [-0.80, -0.12, 0.23], [-0.27, -0.26, 0.06], [-0.37, -0.19, 0.05], [0.07, 0.11, -0.16], [0.22, 0.14, -0.06], [0.60, 0.58, -0.54], [-0.35, -0.02, -1.08], [-0.42, -0.02, 1.07], [-0.17, 0.33, 0.39], [0.09, 0.24, -0.31], [0.19, 0.03, 0.39], [0.31, -0.34, 0.34], [-0.22, -1.65, 1.12], [1.12, 2.00, -0.14], [-0.82, -0.49, 0.14], [0.34, -0.18, -0.65], [0.34, 0.37, -0.17], [0.04, -0.70, -0.70], [-0.76, -0.17, 0.19], [-0.25, -0.30, 0.07], [-0.61, -0.37, -0.13], [0.08, 0.11, -0.17], [0.21, 0.14, -0.07], [0.74, 0.83, -0.04], [1.11, -0.41, -0.24], [-0.87, 0.01, -0.16], [-0.41, 0.11, -0.46], [0.50, 0.47, 0.01], [-0.44, 0.26, 0.11], [-0.41, 0.00, 0.49], [-1.44, -0.95, 0.82], [0.52, 2.04, -0.49], [-0.16, -0.99, -0.11], [0.57, 0.08, 0.39], [0.23, 0.53, -0.07], [0.54, -0.47, 0.58], [-0.27, -0.65, -0.50], [-0.11, -0.37, -0.01], [-0.08, -0.39, -0.12], [0.16, 0.07, -0.03], [0.07, 0.25, 0.05]],
  "mulliken_charge": [-1.124, 0.327, -0.959, -0.050, 0.343, -0.370, 0.302, -0.524, -0.144, -0.340, 0.101, -0.113, -0.448, -0.328, 0.669, -0.935, 0.041, -1.147, -0.773, 0.165, 0.349, 0.304, 0.163, 0.206, 0.304, 0.252, 0.395, -0.038, 0.327, 0.396, 0.305, 0.018, -0.047, 0.201, 0.089, 0.290, 0.383, 0.220, 0.261, 0.370, 0.381, 0.112, 0.096, -0.769, 0.990, 0.007, -0.217, -0.185, -0.279, -0.343, -0.405, 0.712, 0.203, -0.170, -0.256, -0.269, -0.295, 0.408, 0.346, 0.269, 0.228, -0.670, 0.859, 0.134, -0.193, -0.297, -0.230, -0.323, -0.435, 0.700, 0.241, -0.220, -0.284, -0.255, -0.306, 0.378, 0.500, 0.227, 0.250, -0.724, 0.872, 0.099, -0.206, -0.316, -0.270, -0.327, -0.404, 0.712, 0.210, -0.166, -0.255, -0.263, -0.294, 0.421, 0.349, 0.250, 0.227]
}

***

# 3
{
  "formula": "C28H50CrF6NO20",
  "method": "the ωB97M-V functional and the def2-TZVPD basis",
  "total_charge": 1,
  "spin_multiplicity": 5,
  "gap_ev": [8.1, 7.8],
  "homo_ha": [-0.3839, -0.3877],
  "e_lumo_ha": [-0.087, -0.099],
  "symbols": ["Cr", "C", "C", "C", "O", "H", "H", "H", "H", "H", "H", "H", "C", "C", "O", "C", "O", "C", "F", "F", "F", "H", "H", "H", "H", "H", "C", "C", "O", "C", "O", "C", "F", "F", "F", "H", "H", "H", "H", "H", "C", "O", "C", "O", "O", "C", "H", "H", "H", "H", "H", "H", "C", "O", "C", "O", "O", "C", "H", "H", "H", "H", "H", "H", "C", "O", "C", "O", "O", "C", "H", "H", "H", "H", "H", "H", "C", "O", "C", "O", "O", "C", "H", "H", "H", "H", "H", "H", "C", "O", "C", "O", "O", "C", "H", "H", "H", "H", "H", "H", "C", "C", "N", "H", "H", "H"],
  "coordinates": [[-2.2159, 2.3528, -1.5128], [0.1091, -1.0316, -0.9313], [-0.1617, 0.0786, 0.0456], [1.1307, 0.5173, 0.7466], [-0.9125, 1.0788, -0.5305], [0.6219, -0.7050, -1.8392], [-0.8242, -1.5429, -1.1783], [0.7497, -1.8361, -0.5549], [-0.7433, -0.3806, 0.8692], [1.8066, -0.3020, 0.9792], [0.8630, 1.0507, 1.6659], [1.6964, 1.3093, 0.2372], [0.8772, -4.3988, -1.1774], [-0.4106, -4.6052, -0.4434], [-0.3520, -5.8012, 0.3275], [-1.3493, -6.0656, 1.1456], [-2.4556, -5.6330, 1.0753], [-1.0533, -7.2426, 2.1044], [0.2320, -7.6232, 2.0756], [-1.3671, -6.9197, 3.3522], [-1.7809, -8.2914, 1.7064], [0.8005, -3.5514, -1.8621], [1.1559, -5.2828, -1.7461], [1.6200, -4.0159, -0.4756], [-1.2750, -4.6894, -1.1140], [-0.6477, -3.7529, 0.2011], [2.0190, -2.5093, 3.1811], [0.9597, -1.9806, 4.1157], [0.8638, -0.5598, 3.9349], [-0.1848, 0.0647, 4.4512], [-1.0026, -0.4624, 5.1301], [-0.1542, 1.5770, 4.1908], [0.9757, 2.0059, 3.6205], [-1.1756, 1.8760, 3.3782], [-0.2841, 2.2462, 5.3310], [2.9872, -2.0272, 3.3108], [1.7229, -2.4205, 2.1344], [2.1025, -3.5877, 3.3322], [1.2259, -2.2183, 5.1443], [0.0157, -2.4472, 3.8333], [5.2370, -5.2092, 3.7734], [5.4880, -4.3440, 2.6841], [4.6088, -4.2589, 1.7002], [3.5594, -4.8459, 1.6517], [5.1079, -3.4070, 0.8023], [4.3842, -3.3061, -0.4322], [5.9990, -5.0053, 4.5207], [5.3068, -6.2566, 3.4793], [4.2584, -5.0511, 4.2281], [3.5784, -2.6236, -0.1449], [4.0743, -4.2327, -0.9037], [4.9819, -2.7337, -1.1392], [1.6605, 1.6311, -3.1236], [1.5422, 3.0089, -3.4840], [0.4405, 3.6507, -3.2313], [-0.5640, 3.1803, -2.7155], [0.5315, 4.8768, -3.7131], [-0.3186, 5.9297, -3.2913], [2.2330, 1.2005, -3.9475], [0.6966, 1.1270, -3.1547], [2.1761, 1.4452, -2.1870], [-1.3616, 5.6449, -3.1482], [-0.2963, 6.7136, -4.0425], [0.0978, 6.3303, -2.3660], [-2.8186, 6.5823, -0.2556], [-1.5847, 6.2210, 0.3806], [-1.2070, 4.9668, 0.3190], [-1.7750, 4.0500, -0.2333], [0.0338, 4.9067, 0.7791], [0.7128, 3.6639, 0.7733], [-3.2921, 7.3322, 0.3773], [-3.5394, 5.7738, -0.3232], [-2.5580, 7.0480, -1.2033], [0.3003, 3.0383, 1.5657], [1.7775, 3.7828, 0.9545], [0.5890, 3.0601, -0.1307], [-2.1592, -2.2519, -4.6337], [-2.1063, -1.2504, -3.6303], [-2.1573, 0.0244, -3.9409], [-2.2174, 0.8632, -3.0818], [-2.0432, 0.2439, -5.2261], [-2.3067, 1.5702, -5.6812], [-2.2374, -3.2408, -4.1930], [-1.2828, -2.2215, -5.2827], [-3.0420, -2.1005, -5.2591], [-2.1581, 1.6828, -6.7502], [-1.7617, 2.3345, -5.1316], [-3.3784, 1.7449, -5.5363], [-5.9389, 3.5503, -0.4414], [-5.9041, 2.4303, 0.4608], [-4.7632, 1.7701, 0.5309], [-3.8460, 1.8670, -0.2641], [-4.7071, 1.0841, 1.6332], [-3.4980, 0.3004, 1.8082], [-4.9973, 4.0932, -0.4136], [-6.8552, 4.0739, -0.1992], [-6.0339, 3.1554, -1.4578], [-3.6686, -0.2570, 2.7242], [-2.6558, 0.9822, 1.8392], [-3.4174, -0.4235, 0.9983], [4.3000, 2.2259, 1.7947], [4.8446, 2.4563, 0.4497], [5.2385, 2.6740, -0.6044], [4.6073, 1.2270, 2.1027], [3.2131, 2.2692, 1.8128], [4.6874, 2.9588, 2.4991]],
  "forces_ev_per_angstrom": [[1.83, -1.00, 0.92], [0.17, -1.15, -0.43], [-0.18, -0.06, 0.28], [-0.09, 1.37, 0.32], [0.07, 0.80, -0.03], [-0.25, 0.26, -0.10], [-0.06, 0.26, -0.37], [0.06, 0.27, 0.46], [-0.09, -0.18, 0.06], [-0.07, -0.10, 0.08], [0.10, -0.60, -0.04], [0.01, -0.48, -0.64], [0.17, 0.69, 0.07], [-1.38, 0.56, -0.62], [1.12, -0.10, 0.78], [-0.26, -0.89, -0.68], [-0.49, 0.81, 0.33], [0.77, -0.23, -0.47], [-0.17, 0.19, 0.10], [-0.18, -0.01, 0.11], [-0.16, 0.08, 0.23], [-0.45, -0.23, -0.24], [0.33, -0.01, 0.23], [0.37, -0.82, 0.03], [0.19, -0.06, -0.06], [0.13, -0.15, 0.16], [-0.08, -0.25, -0.31], [0.16, -0.57, -0.49], [0.20, 0.82, -0.48], [1.34, -0.99, 0.43], [-1.13, 0.16, 0.27], [0.15, 0.06, 0.20], [0.05, -0.04, 0.01], [-0.11, 0.34, -0.08], [-0.28, -0.07, -0.02], [0.03, -0.06, 0.12], [-0.06, 0.26, 0.00], [0.21, 0.10, 0.17], [-0.29, 0.21, 0.12], [-0.17, 0.14, 0.40], [-0.33, -0.53, 0.50], [0.63, 0.53, 0.06], [0.02, -0.26, 0.22], [-0.13, 0.07, -0.34], [0.48, -0.74, -0.51], [-0.35, 1.57, 0.50], [0.07, 0.10, -0.14], [-0.01, 0.06, -0.16], [-0.05, 0.14, -0.20], [-0.62, -0.48, -0.68], [-0.10, -0.20, 0.48], [0.42, -0.21, 0.22], [-0.14, -1.05, -1.14], [0.33, 0.28, 0.31], [-0.76, 0.21, -0.14], [-0.37, 0.13, 0.28], [0.53, -0.20, -0.37], [-0.34, 0.35, 0.54], [0.22, 0.05, 0.25], [-0.15, 0.26, 0.41], [-0.09, 0.47, 0.15], [0.11, -0.36, 0.01], [0.24, -0.18, -0.16], [-0.17, 0.06, 0.06], [-0.26, 0.69, 0.43], [-0.78, -0.19, 0.30], [2.23, 0.30, -0.76], [-1.23, -0.51, -0.19], [-0.32, 0.60, 0.05], [-0.23, -1.69, 0.24], [0.25, 0.08, 0.00], [0.35, -0.29, -0.29], [-0.25, -0.23, -0.16], [0.06, 0.18, -0.03], [-0.12, 0.69, 0.03], [-0.31, 0.51, -0.16], [-0.25, -0.25, -1.33], [-0.10, -0.08, 0.84], [0.60, -1.11, -0.07], [-0.79, 1.22, 0.60], [0.20, 0.14, -0.95], [-1.23, 0.82, 0.13], [0.09, 0.26, 0.51], [0.03, 0.08, 0.16], [0.07, -0.01, 0.04], [0.51, -0.57, 0.04], [0.23, -0.23, 0.05], [0.13, 0.14, 0.13], [-0.13, -1.13, -0.89], [0.24, 0.08, 0.14], [-0.27, 0.68, 0.80], [0.39, 0.20, -1.11], [-0.14, -0.42, -0.18], [-0.40, -0.36, -0.02], [-0.25, 0.36, 0.38], [0.29, 0.39, 0.17], [-0.07, 0.11, 0.02], [0.19, 0.26, 0.15], [0.16, -0.24, 0.00], [0.18, 0.21, -0.13], [0.32, -0.26, -0.17], [-0.49, 0.24, 0.45], [0.04, -0.08, -0.19], [-0.05, 0.04, 0.18], [0.02, -0.02, -0.17], [0.10, 0.00, -0.04]],
  "mulliken_charge": [0.612, -0.551, 1.065, 0.405, 0.121, -0.137, 0.475, -0.434, -0.555, 0.006, -0.660, -0.200, -0.692, -0.093, -0.239, 0.342, -0.503, 0.836, -0.232, -0.246, -0.247, 0.288, 0.506, -0.214, 0.272, 0.245, -0.609, -0.611, -0.123, 0.136, -0.540, 1.110, -0.236, -0.214, -0.294, 0.371, -0.096, 0.458, 0.338, 0.337, -0.620, -0.360, 0.888, -0.531, -0.365, -0.217, 0.240, 0.304, 0.252, -0.161, 0.321, 0.308, -0.123, -0.435, 0.918, -0.126, -0.414, -0.676, 0.437, -0.249, 0.117, 0.199, 0.357, 0.309, -0.260, -0.400, 0.571, 0.004, -0.438, -0.004, 0.304, -0.191, 0.267, 0.301, 0.079, -0.168, -0.778, -0.169, 0.588, 0.336, -0.371, -0.408, 0.214, 0.337, 0.331, 0.296, -0.072, 0.316, -0.177, -0.385, 0.723, -0.737, -0.375, -0.307, -0.245, 0.300, 0.288, 0.294, -0.027, 0.347, -0.123, 0.295, -0.441, 0.278, -0.323, 0.355]
}

***

- Which formula does entry 3 have?
  C28H50CrF6NO20